(1)
114
Properties=species:S:1:pos:R:3:forces:R:3 method="wB97M-V/def2-TZVPD" s2=0.7565 lumo_ev="-3.13 / -9.39" charge=+1 spin_multiplicity=2 homo_energy_ev="-11.59 / -11.59"
O -0.955 -4.590 3.043 1.27 0.42 2.03
C -0.250 -3.911 3.818 -1.30 -0.14 -2.73
O 0.077 -4.186 5.066 1.22 0.07 -0.32
C -0.269 -5.441 5.708 -0.56 -0.13 -0.43
C 0.428 -5.637 7.016 -0.15 0.96 1.20
C 0.239 -2.559 3.260 -0.06 0.19 1.67
H -0.024 -6.340 5.143 -0.30 0.45 -0.89
H -1.344 -5.297 5.819 -0.06 -0.82 0.30
H -0.039 -6.489 7.509 0.02 -0.09 -0.05
H 0.256 -4.778 7.666 -0.08 0.05 0.12
H 1.507 -5.789 7.036 -0.06 -0.10 -0.66
H -0.622 -2.038 2.840 0.11 -0.37 -0.51
H 1.090 -2.626 2.583 -0.37 -0.34 -0.25
H 0.557 -1.882 4.053 0.17 -0.27 0.31
O 3.347 -5.257 -2.248 -1.60 -0.45 -0.55
C 4.485 -5.500 -2.520 1.43 2.22 2.39
O 4.928 -6.555 -3.167 2.23 1.39 0.58
C 4.078 -7.475 -3.747 -0.90 -0.98 -1.29
C 4.892 -8.342 -4.685 1.62 -0.17 0.05
C 5.584 -4.533 -1.844 0.42 -2.04 -0.58
H 3.389 -6.945 -4.405 -0.54 0.03 0.42
H 3.548 -8.039 -2.980 -0.07 0.01 -0.05
H 5.221 -7.771 -5.554 -1.17 -0.17 -0.73
H 4.493 -9.344 -4.841 -0.39 0.41 -0.54
H 5.927 -8.532 -4.403 -0.05 -0.19 1.36
H 6.259 -4.043 -2.546 -0.39 0.15 -0.15
H 6.254 -5.171 -1.268 0.16 -0.43 -0.18
H 5.232 -3.874 -1.050 -0.78 0.14 -0.73
O 1.095 -1.733 -0.225 -0.21 0.88 0.00
C 1.543 -1.359 -1.289 -1.05 0.43 -1.05
O 1.245 -0.228 -1.976 0.30 0.43 0.92
C 0.287 0.793 -1.532 -2.46 -1.53 -1.09
C -1.086 0.466 -2.282 1.13 0.06 0.65
C 2.320 -2.304 -2.158 0.43 0.32 0.73
H 0.567 1.800 -1.841 0.82 -0.40 0.25
H 0.032 0.704 -0.476 0.73 0.21 0.07
H -1.626 -0.301 -1.727 -0.07 -0.04 0.14
H -0.930 0.077 -3.288 0.29 0.16 -0.01
H -1.685 1.373 -2.359 0.00 -0.25 0.27
H 1.563 -3.024 -2.470 0.34 -0.21 -0.28
H 3.015 -2.791 -1.474 -0.01 -0.31 -0.40
H 2.841 -1.845 -2.997 -0.25 -0.06 0.09
O 1.857 2.183 4.619 -0.98 0.26 -3.60
C 1.607 2.647 3.490 0.13 -0.64 2.84
O 0.906 1.995 2.444 2.00 1.55 0.88
C 0.220 0.780 2.728 -0.10 0.26 0.55
C -0.877 1.137 3.682 -1.06 -1.30 1.22
C 1.973 4.097 3.174 0.07 -0.83 -0.93
H 0.891 0.006 3.100 0.15 0.31 0.33
H -0.173 0.357 1.803 0.07 0.52 -0.30
H -1.514 0.265 3.828 -0.28 -0.22 -0.21
H -1.554 1.940 3.390 0.35 0.03 -0.30
H -0.530 1.304 4.701 0.35 0.41 -0.21
H 1.140 4.491 2.592 0.35 0.38 -0.08
H 2.906 4.116 2.611 -0.27 -0.23 -0.68
H 2.285 4.745 3.993 -0.82 -0.57 0.59
O 2.641 3.685 -1.056 1.18 0.46 1.27
C 3.436 3.695 -0.120 -1.45 -1.26 -0.46
O 3.874 4.780 0.519 0.82 -1.00 -0.02
C 3.522 6.052 0.057 -0.32 2.01 0.39
C 2.461 6.667 0.958 -0.78 0.06 -0.45
C 4.019 2.374 0.422 0.24 0.76 -0.02
H 3.216 6.066 -0.989 -0.28 -0.41 0.13
H 4.370 6.735 0.100 0.56 -0.56 0.11
H 2.617 6.750 2.034 0.74 -0.49 -0.06
H 1.549 6.086 0.822 -0.31 0.30 -0.02
H 2.319 7.705 0.659 -0.32 -0.05 -0.32
H 4.397 1.940 -0.504 0.15 -0.53 0.34
H 3.334 1.701 0.940 -0.71 0.23 -0.65
H 4.793 2.473 1.183 0.36 0.52 -0.43
O -2.275 3.120 -0.772 0.82 0.24 -0.57
C -1.612 3.955 -0.207 -0.21 0.60 0.27
O -0.883 4.952 -0.808 -1.25 -1.27 0.98
C -0.768 4.871 -2.207 1.48 1.77 -1.20
C 0.067 6.112 -2.598 0.34 0.12 0.11
C -1.628 4.128 1.285 -0.25 0.65 -0.34
H -1.670 4.992 -2.808 -0.50 -0.67 0.69
H -0.218 3.957 -2.432 -0.21 -0.05 -0.35
H 0.041 6.333 -3.665 0.11 -0.45 -0.11
H 1.100 6.053 -2.257 0.08 -0.33 -0.16
H -0.293 7.037 -2.148 -0.52 -0.20 0.28
H -2.688 4.199 1.527 0.00 -0.24 0.26
H -1.179 5.095 1.513 0.23 -0.25 0.30
H -1.177 3.292 1.820 0.03 0.19 -0.20
O -4.392 1.896 1.250 -2.54 -2.68 -2.83
C -5.008 1.107 0.478 0.01 1.65 5.10
O -6.245 0.496 0.902 2.34 1.01 -1.41
C -6.795 0.717 2.229 -0.84 -0.18 -0.33
C -6.043 0.043 3.316 1.62 -0.42 0.76
C -4.412 0.612 -0.783 1.17 -0.84 -1.04
H -7.746 0.187 2.181 -0.18 0.33 -0.42
H -6.994 1.763 2.461 0.22 0.08 -0.40
H -5.247 0.672 3.716 0.12 -0.05 -0.08
H -5.583 -0.866 2.928 0.13 -0.06 -0.11
H -6.619 -0.303 4.174 -0.49 0.34 -0.19
H -3.329 0.569 -0.663 0.02 0.54 0.53
H -4.492 1.223 -1.682 -0.58 0.34 0.31
H -4.586 -0.421 -1.087 -1.03 0.06 0.27
Br -2.983 5.157 -6.876 -0.74 -1.48 0.23
C -3.962 3.414 -6.443 0.11 1.12 0.05
C -3.065 2.294 -6.018 1.46 -0.41 0.12
Br -1.683 2.684 -4.645 -0.75 0.33 -0.49
H -4.507 3.117 -7.339 0.24 0.16 -0.12
H -4.708 3.690 -5.698 0.32 0.05 0.08
H -2.398 1.932 -6.801 -0.46 0.17 -0.27
H -3.595 1.432 -5.614 -0.27 0.26 -0.06
Br -3.917 -3.258 -0.668 0.89 -0.41 -0.28
C -2.574 -4.661 -0.376 1.75 0.54 -0.35
C -1.166 -4.233 -0.997 -1.64 -0.64 0.48
Br -1.373 -4.214 -2.939 -0.33 0.31 0.34
H -3.004 -5.572 -0.793 0.29 0.18 -0.20
H -2.445 -4.803 0.697 -0.08 0.27 0.19
H -0.364 -4.953 -0.828 -0.12 -0.38 0.06
H -0.733 -3.274 -0.713 -0.44 0.25 0.13

***

(2)
143
Properties=species:S:1:pos:R:3:forces:R:3 method="wB97M-V/def2-TZVPD" s2=0.7545 lumo_ev="1.53 / 1.52" charge=-1 spin_multiplicity=2 homo_energy_ev="-1.90 / -7.07"
Zn -1.623 2.488 2.244 0.70 0.23 -2.07
C -3.113 5.741 4.721 -0.59 0.02 -1.19
F -3.089 7.042 5.066 0.16 -1.34 0.04
F -2.855 4.933 5.765 0.16 0.83 -0.64
F -4.349 5.434 4.271 1.00 0.26 0.61
S -1.806 5.472 3.254 1.93 -1.52 0.62
O -1.553 6.763 2.643 -0.87 -1.76 0.93
O -0.662 4.750 3.831 -1.79 1.07 -0.27
N -2.554 4.185 2.257 0.52 3.20 3.17
S -3.255 5.049 1.142 0.77 0.85 -4.26
O -4.183 6.033 1.672 0.31 -1.32 -0.65
O -2.209 5.498 0.210 -2.26 -0.57 0.86
C -4.166 3.568 0.217 1.60 0.79 1.29
F -3.249 2.603 -0.118 -1.95 1.26 0.76
F -5.070 3.072 1.117 0.51 0.28 -1.70
F -4.698 4.072 -0.883 -0.40 -0.70 0.50
C 0.831 -0.914 1.257 -1.63 -0.59 -1.70
F 1.779 0.022 1.101 0.33 -0.77 0.11
F 1.091 -2.022 0.509 1.11 0.31 0.47
F 0.746 -1.223 2.527 0.69 -0.68 1.70
S -0.814 -0.115 0.591 0.14 -3.18 -2.94
O -1.019 -0.602 -0.828 -0.80 -0.08 2.45
O -1.844 -0.484 1.566 0.11 0.12 0.05
N -0.653 1.675 0.798 0.83 2.71 -1.17
S 0.026 2.137 -0.578 -2.25 2.76 -0.89
O 0.828 1.186 -1.305 0.48 0.14 0.56
O -0.998 2.821 -1.398 1.74 -0.45 0.70
C 1.281 3.499 -0.036 -0.89 -2.93 -1.51
F 0.787 4.057 1.016 -0.34 1.73 1.51
F 2.442 2.922 0.287 0.47 0.04 0.16
F 1.492 4.339 -1.027 0.06 0.64 -0.06
C 8.452 0.194 -4.457 -0.97 -0.47 -0.17
O 7.551 -0.412 -3.526 1.37 -0.40 0.31
C 6.530 0.410 -2.981 -0.17 -1.40 -1.04
C 5.820 -0.255 -1.796 0.76 1.06 0.22
O 5.025 -1.374 -2.077 0.12 0.18 -0.91
C 4.143 -1.773 -1.053 0.22 -0.82 0.45
H 7.894 0.437 -5.362 -0.02 0.25 -0.23
H 9.210 -0.535 -4.746 -0.15 -0.19 0.26
H 8.984 1.089 -4.134 -0.22 0.17 0.54
H 5.788 0.494 -3.774 -0.23 0.73 -0.05
H 6.990 1.360 -2.711 -0.46 0.26 0.30
H 5.241 0.581 -1.404 -0.47 -0.01 0.34
H 6.585 -0.492 -1.056 0.10 -0.23 0.29
H 4.560 -1.623 -0.057 0.03 0.53 0.14
H 4.057 -2.859 -1.091 -0.09 -0.12 -0.35
H 3.132 -1.373 -1.123 0.10 0.46 -0.10
C -5.589 -0.984 6.073 0.59 -0.37 -0.43
O -4.300 -1.601 5.824 -1.21 0.19 0.30
C -4.342 -2.871 5.161 1.90 0.32 0.39
C -2.997 -3.649 5.436 -1.62 0.66 -0.21
O -1.887 -2.959 4.936 -1.77 0.62 -0.63
C -0.717 -3.368 5.521 0.91 -0.32 -0.31
H -6.288 -1.604 6.635 0.43 -0.24 0.68
H -6.200 -0.772 5.197 0.48 0.09 -0.73
H -5.377 -0.032 6.560 -0.08 -0.22 0.20
H -4.381 -2.690 4.087 -0.33 -0.18 -0.05
H -5.180 -3.474 5.512 -0.11 -0.07 -0.07
H -3.124 -4.605 4.929 0.14 -0.37 -0.14
H -2.856 -3.861 6.496 -0.18 0.14 0.29
H 0.049 -2.871 4.926 0.39 0.00 0.53
H -0.588 -4.445 5.415 0.18 -0.31 0.02
H -0.710 -3.126 6.583 0.34 0.20 0.18
C 1.541 -6.924 -3.701 -0.07 -0.68 -0.83
O 2.653 -6.321 -4.318 0.26 1.51 0.20
C 3.087 -5.094 -3.686 -0.09 -0.93 0.71
C 2.155 -3.864 -3.678 -1.13 -1.07 0.30
O 0.886 -4.108 -2.993 0.68 0.13 -0.27
C 0.062 -2.932 -2.931 -0.35 -0.69 -0.08
H 1.618 -7.131 -2.633 0.34 0.52 0.32
H 1.546 -7.909 -4.168 -0.58 -0.09 -0.09
H 0.636 -6.357 -3.917 -0.12 -0.22 0.18
H 4.045 -4.865 -4.153 -0.22 0.38 -0.32
H 3.372 -5.418 -2.686 -0.20 0.42 0.56
H 1.946 -3.635 -4.723 -0.01 0.49 -0.07
H 2.612 -3.040 -3.130 0.48 0.13 -0.41
H -0.395 -2.712 -3.896 0.56 0.33 -0.40
H 0.570 -2.076 -2.486 0.04 0.05 -0.17
H -0.831 -3.141 -2.342 0.34 -0.32 0.52
C 1.090 2.100 3.761 0.05 0.04 -0.29
O -0.323 1.980 3.583 -0.35 1.15 1.20
C -1.011 1.228 4.600 1.84 -1.08 -0.10
C -2.502 1.388 4.670 -0.26 -0.58 -1.47
O -2.946 1.510 3.284 -1.42 -0.71 2.15
C -4.363 1.153 3.099 1.28 0.43 0.01
H 1.531 2.757 3.011 -0.54 -0.05 -0.18
H 1.523 1.112 3.610 0.18 -0.02 0.42
H 1.301 2.569 4.723 -0.01 -0.34 0.18
H -0.556 1.395 5.576 0.02 0.17 0.06
H -0.728 0.239 4.241 -0.67 -0.65 0.71
H -2.897 2.172 5.315 0.17 0.38 -0.25
H -2.890 0.426 5.004 0.01 -0.04 0.37
H -4.971 2.011 3.384 -0.04 0.15 -0.55
H -4.664 0.358 3.781 0.49 -0.37 -0.22
H -4.352 0.858 2.050 -0.77 0.01 0.20
Cl 0.540 4.634 -4.293 0.66 0.58 -0.10
C -0.707 3.407 -4.397 -0.37 -0.23 0.94
C -1.324 3.274 -5.741 -0.82 -0.32 0.43
Cl -0.352 2.328 -6.852 0.34 -0.08 -0.76
H -1.497 3.675 -3.696 0.17 0.14 0.09
H -0.282 2.480 -4.010 -0.09 -0.06 -0.21
H -1.614 4.231 -6.175 0.17 -0.12 -0.06
H -2.212 2.676 -5.535 -0.20 0.06 -0.38
Cl -5.809 -3.198 1.834 0.43 -0.20 -0.82
C -4.459 -3.730 0.700 0.13 -1.08 1.21
C -3.133 -3.579 1.505 -1.44 1.09 -0.15
Cl -1.774 -3.719 0.417 0.49 -0.21 -0.21
H -4.564 -3.261 -0.279 0.35 0.73 0.52
H -4.637 -4.786 0.498 -0.11 -0.04 0.21
H -3.039 -4.247 2.360 -0.18 -0.48 -0.44
H -3.143 -2.591 1.967 0.38 0.24 -0.38
Cl 6.195 5.760 -1.965 -0.69 -0.02 -0.21
C 4.455 5.596 -2.409 -1.05 -0.13 0.18
C 4.059 6.274 -3.723 0.74 -0.70 -0.08
Cl 4.588 7.962 -3.776 0.04 0.41 -0.03
H 3.799 5.942 -1.611 0.54 0.51 0.24
H 4.216 4.533 -2.428 0.30 -0.06 -0.47
H 2.988 6.283 -3.926 0.05 -0.26 0.45
H 4.542 5.744 -4.544 0.01 0.19 -0.06
Cl 3.667 -4.892 1.505 0.07 0.24 0.26
C 1.995 -4.649 2.069 -1.07 0.31 0.02
C 1.177 -5.905 1.783 0.89 -0.39 -0.92
Cl 1.293 -7.057 3.148 -0.38 0.03 0.05
H 1.572 -3.773 1.576 0.20 -0.33 -0.39
H 1.965 -4.376 3.123 0.38 -0.35 0.05
H 1.667 -6.421 0.958 0.12 -0.02 0.07
H 0.168 -5.793 1.386 -0.22 0.44 0.90
Cl 4.086 2.712 -4.794 0.21 0.10 0.12
C 2.749 1.681 -5.376 -0.38 -0.51 0.90
C 2.539 0.488 -4.397 -0.02 0.35 -0.78
Cl 1.171 -0.481 -4.978 -0.51 -0.18 -0.48
H 2.998 1.415 -6.403 -0.13 -0.30 0.24
H 1.850 2.298 -5.364 0.22 -0.07 -0.10
H 2.203 0.806 -3.410 0.52 0.23 0.01
H 3.355 -0.234 -4.373 0.25 0.51 0.23
Cl -2.996 -0.781 -4.166 -0.54 -0.23 0.90
C -3.914 -1.167 -2.610 1.11 -0.45 -0.45
C -4.381 0.117 -1.992 0.34 0.64 -0.84
Cl -5.367 -0.209 -0.598 -0.84 -0.42 1.07
H -3.206 -1.638 -1.929 0.27 0.07 -0.15
H -4.666 -1.916 -2.857 -0.26 0.48 -0.12
H -4.979 0.703 -2.690 0.12 0.02 0.04
H -3.541 0.700 -1.616 0.11 -0.08 -0.39